# C32H19BrCl4F5N4NdO4S3

A molecular structure, C32H19BrCl4F5N4NdO4S3 in a non-equilibrium geometry (ωB97M-V with the def2-TZVPD basis set, the Open Molecules 2025 dataset).

HOMO-LUMO gap (alpha / beta) (hartree): 0.2340 / 0.2340
E_tot (Ha): -8421.13032
Relative energy (zero: lowest compared OMol25 entry of this formula, charge and spin) (kcal per mole): 0.0
2S+1: 4
Total charge: -2
E_HOMO (alpha / beta) (eV): -2.52 / -2.52

Each line ends with the Löwdin charge.
Cartesian coordinates (Å):
Nd -1.6581 -0.8970 -0.5667  1.71
Br 0.7350 -2.7550 -1.4914  0.93
Cl -1.0928 -3.3746 3.9797  0.68
Cl -1.0817 -6.5163 3.7153  0.60
Cl -2.2522 -5.9916 -1.5639  0.65
Cl -1.6396 -7.8310 0.9212  0.60
S 2.1039 2.1214 -0.6294  0.96
S 3.0167 4.6692 0.6343  0.47
S 0.3243 0.6694 -2.5322  0.43
F -4.1449 0.9348 -3.1083  -0.02
F -2.9066 -0.8458 -2.6564  -0.21
F -5.4454 0.7597 -0.7377  0.14
F -4.1775 -0.9016 -0.1448  0.03
F -5.4887 -1.0803 -1.8671  0.14
O -3.2995 2.2039 1.9964  0.05
O -1.4574 1.0529 0.6177  -0.35
O -2.2805 -3.1075 -0.8910  -0.31
O -1.7095 -2.0004 1.4415  -0.25
N 0.6852 -0.5517 0.6971  -0.08
N 0.4953 0.3021 1.6887  0.01
N 0.4628 3.3497 -2.1343  0.02
N 1.1491 4.2866 -1.3667  -0.15
C 1.6607 6.6736 -1.5082  -0.05
C -3.0643 0.7702 5.3192  -0.11
C 0.8685 2.1516 -1.8417  -1.14
C -3.5005 0.3817 -2.0195  -0.28
C -1.4285 -5.5246 2.3306  -0.73
C 2.0621 3.8421 -0.4885  -1.09
C -1.6806 -6.1042 1.1047  -0.73
C -3.5514 1.4548 4.2178  -0.03
C -1.5215 0.9490 3.0022  -0.09
C 3.4582 -2.3339 -0.7473  -0.10
C 5.4092 -2.9127 -2.0993  -0.05
C -1.9674 -5.2923 0.0000  -0.62
C 6.0964 -3.6959 -3.0096  -0.10
C -1.0648 0.2564 4.1103  -0.06
C -1.0079 7.1764 -2.0920  -0.09
C -0.1071 8.2291 -2.0159  -0.11
C 4.2045 -5.1569 -3.1588  -0.09
C -1.4471 -4.1303 2.4608  -0.61
C -2.0262 -3.9048 0.1056  -0.47
C -2.7904 1.5406 3.0574  -0.28
C -0.5891 5.8745 -1.8770  -0.01
C 1.8415 -1.0860 0.5480  -0.23
C 4.1018 -3.2231 -1.7153  -0.22
C 1.2239 7.9706 -1.7278  -0.10
C -1.8220 0.1574 5.2700  -0.12
C -0.7032 1.1774 1.7391  -0.41
C -1.7265 -3.3021 1.3767  -0.42
C 3.5127 -4.3704 -2.2513  -0.06
C 5.4931 -4.8222 -3.5479  -0.11
C 0.7463 5.6313 -1.5762  -0.20
C 2.1705 -2.0296 -0.5168  -0.59
C -4.6793 -0.2210 -1.2346  -0.62
H 1.3150 0.5809 2.2150  0.14
H 2.6924 6.4646 -1.2742  0.06
H 1.9381 8.7824 -1.6717  0.10
H -2.0498 7.3624 -2.3179  0.10
H 4.1594 -1.7763 -0.1324  0.11
H -4.5298 1.9162 4.2308  0.11
H 6.0248 -5.4376 -4.2628  0.09
H -2.7441 1.9343 1.2212  0.07
H 3.7259 -6.0399 -3.5603  0.10
H -0.1105 -0.2509 4.0487  0.10
H -3.6704 0.6991 6.2149  0.09
H 5.8804 -2.0310 -1.6818  0.11
H -0.4422 9.2450 -2.1832  0.09
H -1.4522 -0.4128 6.1114  0.09
H 7.1032 -3.4205 -3.2964  0.09
H 2.6728 -0.8173 1.2022  0.13
H -1.2731 5.0418 -1.9416  0.11
H 2.5195 -4.6644 -1.9485  0.06
H -0.2692 2.2002 1.8099  0.16